No. 1
C22H42Br6F6NO34S10 | ωB97M-V with the def2-TZVPD basis set

Positions of all 121 atoms, in Å:
1 C -0.9502 1.1481 -0.6028
2 F -0.4598 1.6650 0.5219
3 F -2.1337 1.6953 -0.8908
4 F -0.0936 1.4064 -1.5956
5 S -1.3505 -0.6705 -0.4571
6 O -2.4454 -0.6551 0.4908
7 O -1.6320 -1.0625 -1.8289
8 N 0.0781 -1.2208 0.1007
9 S -0.0623 -2.7890 0.0155
10 O -1.3661 -3.3958 0.2328
11 O 0.6833 -3.3600 -1.0992
12 C 0.9374 -3.3970 1.5336
13 F 0.7043 -4.6868 1.7057
14 F 2.2247 -3.1681 1.3274
15 F 0.5116 -2.7743 2.6381
16 O 3.8562 0.5672 -0.8435
17 S 4.0680 1.9624 -0.6480
18 O 4.1302 2.4401 0.7007
19 O 5.3894 2.5207 -1.4486
20 C 5.7793 1.7973 -2.6178
21 C 7.0385 2.5080 -3.1239
22 C 2.8602 2.9992 -1.5191
23 H 4.9809 1.7904 -3.3652
24 H 5.9804 0.7592 -2.3486
25 H 7.8712 2.4145 -2.4294
26 H 6.8359 3.5688 -3.2763
27 H 7.3792 2.1383 -4.0919
28 H 2.5571 2.6008 -2.4821
29 H 3.4081 3.9308 -1.6599
30 H 2.0332 3.2578 -0.8612
31 O 0.4767 0.8486 4.9865
32 S 1.5726 1.3555 4.2250
33 O 1.5812 2.7540 3.8808
34 O 2.9235 0.9249 4.9865
35 C 4.1589 1.4284 4.5155
36 C 5.2660 0.7965 5.3466
37 C 1.6786 0.3247 2.7687
38 H 4.3088 2.5119 4.4931
39 H 4.4046 1.2153 3.4675
40 H 6.2226 1.0151 4.8697
41 H 5.0660 -0.2389 5.6083
42 H 5.3924 1.3212 6.3006
43 H 2.6465 0.3349 2.2746
44 H 0.8737 0.6106 2.0946
45 H 1.4148 -0.6944 3.0457
46 C -4.1219 -2.2221 2.6631
47 Br -5.1821 -2.4668 1.0515
48 Br -4.8732 -3.3372 4.1321
49 Br -3.8770 -0.3575 3.1502
50 H -3.1575 -2.6741 2.4710
51 C 0.0068 -7.2821 -0.5449
52 Br -0.6204 -8.2653 -2.1267
53 Br 1.6045 -8.2501 0.1481
54 Br -1.4422 -7.3325 0.7701
55 H 0.2279 -6.2339 -0.7117
56 C 3.5735 -5.9262 2.3104
57 C 4.0662 -7.3567 2.6529
58 O 5.4536 -7.3675 2.3204
59 S 5.9319 -6.1268 1.4121
60 O 5.8179 -6.3875 0.0216
61 O 7.1969 -5.6651 1.9064
62 O 4.6692 -5.1899 1.8159
63 H 3.0805 -5.4682 3.1630
64 H 2.8586 -6.0415 1.4961
65 H 3.6397 -8.1982 2.1074
66 H 4.0324 -7.6284 3.7092
67 C 0.0640 -0.3205 -4.4904
68 C 1.3450 0.0687 -3.7673
69 O 2.2765 -0.8535 -4.3950
70 S 1.9184 -1.2211 -5.9191
71 O 1.9009 -2.6453 -6.0937
72 O 2.6446 -0.4021 -6.8573
73 O 0.3903 -0.6449 -5.8133
74 H -0.7123 0.4479 -4.5704
75 H -0.4621 -1.1609 -4.0260
76 H 1.3646 -0.1398 -2.7034
77 H 1.7520 1.0530 -4.0096
78 C -5.0986 -1.5074 -2.4890
79 C -4.0766 -2.5707 -2.9060
80 O -4.8767 -3.5671 -3.5258
81 S -6.0980 -3.8382 -2.4497
82 O -5.5984 -4.5708 -1.3158
83 O -7.2735 -4.2652 -3.1455
84 O -6.2239 -2.2586 -2.0348
85 H -5.3791 -0.7861 -3.2538
86 H -4.6808 -1.0019 -1.6159
87 H -3.7197 -3.0033 -1.9604
88 H -3.1532 -2.2558 -3.3818
89 C -0.3251 4.8336 -2.6121
90 C -1.8112 4.4844 -2.5796
91 O -2.4922 5.7380 -2.6057
92 S -1.4843 7.0161 -2.7573
93 O -1.2158 7.5089 -1.4521
94 O -1.9822 7.9180 -3.7370
95 O -0.2596 6.0980 -3.2498
96 H 0.3367 4.1413 -3.1272
97 H 0.1022 4.9481 -1.6098
98 H -2.2439 3.8670 -1.7959
99 H -2.1333 3.9388 -3.4747
100 C -2.0654 4.4669 4.4067
101 C -2.1223 2.9507 4.0849
102 O -1.6284 2.8788 2.7562
103 S -1.8010 4.2643 1.8996
104 O -2.7692 4.1618 0.8399
105 O -0.5228 4.8107 1.6008
106 O -2.4981 5.0196 3.1509
107 H -1.0755 4.9042 4.5441
108 H -2.7665 4.8292 5.1526
109 H -3.1274 2.5318 4.1316
110 H -1.4115 2.3822 4.6826
111 C -5.9281 3.2095 0.6353
112 C -5.1263 1.9293 0.8702
113 O -5.4525 1.1301 -0.2511
114 S -7.0423 1.2520 -0.5115
115 O -7.6870 0.3645 0.4212
116 O -7.3654 1.1006 -1.8964
117 O -7.1173 2.8088 -0.0552
118 H -5.3945 4.0052 0.1141
119 H -6.0429 3.6727 1.6199
120 H -5.4880 1.4964 1.8022
121 H -4.0487 2.0612 0.8674

Calculated values
Charge: -1
Spin multiplicity: 1
Gap between HOMO and LUMO (eV): 9.6


No. 2
C25H28IrN9S3Se | ωB97M-V with the def2-TZVPD basis set

Positions of all 67 atoms, in Å:
1 Ir -0.6212 0.2913 -0.3459
2 C -5.1607 -0.2028 2.3349
3 S -3.6377 -0.3310 3.2794
4 C -2.4264 -0.1186 2.0606
5 S -2.7849 0.2186 0.4203
6 N -1.1893 -0.1796 2.5280
7 N -0.2587 0.0676 1.6242
8 C 1.0516 -0.1580 2.0565
9 C 2.0528 0.1995 1.2366
10 C 3.4512 -0.1626 1.3194
11 C 4.4263 0.3352 0.4681
12 C 4.3869 1.4605 -0.3463
13 C 3.4525 2.5887 -0.2586
14 N 1.6608 0.9427 0.0719
15 H -5.9620 -0.3205 3.0620
16 H -5.2346 -0.9957 1.5934
17 H -5.2543 0.7701 1.8573
18 H 1.1763 -0.6669 3.0025
19 H 3.7045 -0.9647 2.0000
20 H 5.3562 -0.2216 0.4435
21 H 5.2228 1.6111 -1.0161
22 H 3.6800 3.4464 -0.8779
23 C -2.5620 3.0344 -1.5881
24 C -1.2262 3.5843 -1.1927
25 C -1.0303 4.9616 -1.2388
26 C 0.1052 5.5000 -0.6783
27 C 1.0786 4.6550 -0.1559
28 C 2.1111 5.1711 0.7316
29 C 2.8711 4.3436 1.4498
30 C 2.9411 2.9143 1.1439
31 C 1.9911 2.3558 0.0783
32 S 1.7068 0.1108 -1.4109
33 C 0.8952 3.2758 -0.3282
34 N -0.2650 2.7576 -0.7529
35 H -3.1681 3.8191 -2.0359
36 H -3.0887 2.6599 -0.7100
37 H -2.4826 2.2167 -2.2988
38 H -1.8045 5.5976 -1.6434
39 H 0.2264 6.5729 -0.5963
40 H 2.1362 6.2400 0.8984
41 H 3.5219 4.7143 2.2304
42 H 3.2870 2.2486 1.9213
43 C 0.6913 -2.8998 0.3409
44 N -0.5212 -2.3529 -0.3161
45 C -1.6977 -2.9911 0.3237
46 N -1.6537 -4.4400 0.2193
47 C -0.4257 -4.9202 0.8573
48 N 0.7674 -4.3460 0.2308
49 C 0.7680 -4.7071 -1.1876
50 N -0.4384 -4.2279 -1.8694
51 C -0.4998 -2.7829 -1.7322
52 C -1.6070 -4.8043 -1.1979
53 H 0.6558 -2.6259 1.3965
54 H 1.5692 -2.4411 -0.1180
55 H -2.5997 -2.6196 -0.1650
56 H -1.7197 -2.7006 1.3763
57 H -0.3839 -6.0071 0.7784
58 H -0.4417 -4.6473 1.9143
59 H 0.8206 -5.7924 -1.2809
60 H 1.6467 -4.2719 -1.6680
61 H -1.4085 -2.4169 -2.2147
62 H 0.3715 -2.3335 -2.2150
63 H -1.5669 -5.8907 -1.2853
64 H -2.5144 -4.4483 -1.6902
65 Se -1.7310 -0.0616 -5.1420
66 C -1.3376 0.1289 -3.4077
67 N -1.0797 0.2571 -2.2850

Calculated values
Charge: +1
Energy above the lowest of the compared OMol25 structures with the same formula, charge and spin (kcal per mole): 42.06
Spin multiplicity: 6
Gap between HOMO and LUMO (spin up / spin down) (eV): 6.8 / 4.4


No. 3
C4H7N3O3 | ωB97M-V with the def2-TZVPD basis set

Positions of all 17 atoms, in Å:
1 C -0.7318 0.5007 -0.6244
2 C 0.2485 -0.6130 -0.6946
3 C -1.9101 -0.2383 -0.2699
4 C 1.7958 -0.3315 -0.2820
5 H 0.4695 2.3754 -0.0528
6 H -1.3513 1.8747 0.7779
7 H -0.6317 0.7704 -1.5068
8 H 0.3906 -1.3120 -1.6091
9 H -2.3250 -2.0082 0.4625
10 H 1.3741 0.3093 1.8561
11 H 3.0459 0.4224 1.3473
12 N -0.3745 1.4322 0.4530
13 N -1.5499 -1.3310 0.3975
14 N 2.0689 -0.1274 1.0226
15 O -0.1708 -1.5924 0.3751
16 O -3.0335 0.1536 -0.4513
17 O 2.6851 -0.2847 -1.2012

Calculated values
Charge: 0
Energy above the lowest of the compared OMol25 structures with the same formula, charge and spin (kcal per mole): 144.07
Spin multiplicity: 1
Gap between HOMO and LUMO (eV): 9.8


| no. | E_tot (eV) |
| --- | --- |
| 1 | -639506.4019 |
| 2 | -140470.2526 |
| 3 | -14868.6622 |